# 1
Computed, not measured: a single C6H11NOP2 molecule at a distorted geometry, with the ωB97M-V functional and the def2-TZVPD basis.

## Properties
- HOMO-LUMO gap: 7.49 eV
- 2S+1: 1
- Energy above the lowest of the compared OMol25 structures with the same formula, charge and spin: 97.3 kJ/mol

```
21
Properties=species:S:1:pos:R:3:nbo_charge:R:1
C -0.033 1.144 -1.506 0.65
C -0.529 2.051 -0.411 -0.50
C -0.505 1.247 0.856 -0.40
C -0.394 -0.291 0.265 -0.04
C 0.480 -1.168 2.568 -0.61
C 0.662 -1.110 0.994 -0.41
N -0.128 -0.121 -1.117 -0.61
O 0.208 1.498 -2.672 -0.67
P -0.147 -0.456 -4.050 0.21
P 0.449 -1.699 -2.500 0.33
H -0.054 3.066 -0.197 0.24
H -1.521 2.193 -0.763 0.23
H 0.359 1.523 1.365 0.20
H -1.410 1.316 1.488 0.22
H -1.314 -0.893 0.526 0.18
H 1.083 -0.592 3.170 0.21
H 0.876 -2.221 2.878 0.20
H -0.559 -1.122 2.783 0.20
H 0.573 -2.189 0.775 0.20
H 1.661 -0.821 0.676 0.20
H 0.243 -1.355 -5.129 -0.06
```

***

# 2
Computed, not measured: 2 unconnected molecules or ions with the total composition C8H6F2N2O3 at a distorted geometry, with the ωB97M-V functional and the def2-TZVPD basis.

## Properties
- HOMO-LUMO gap (spin up / spin down): 6.74 / 7.12 eV
- 2S+1: 3

```
21
Properties=species:S:1:pos:R:3:nbo_charge:R:1
C 1.328 -2.131 2.332 -0.22
C 0.366 -2.539 1.450 -0.21
C 1.474 -0.778 2.662 -0.22
C -0.444 -1.559 0.794 -0.20
C 0.649 0.171 2.110 -0.22
C -0.301 -0.165 1.072 0.14
C -1.393 1.810 -0.021 0.86
C 0.390 1.334 -2.322 0.75
N -1.136 0.778 0.495 -0.53
N -0.757 0.991 -2.810 0.15
O -1.262 1.958 -3.610 -0.51
O -1.776 2.731 -0.603 -0.52
O -1.457 -0.054 -2.786 -0.33
F 1.280 0.770 -1.505 -0.27
F 0.735 2.588 -2.521 -0.28
H 2.121 -2.928 2.720 0.22
H 0.349 -3.638 1.093 0.23
H 2.232 -0.258 3.306 0.23
H -1.086 -1.871 -0.014 0.22
H 0.761 1.188 2.096 0.21
H -2.074 1.605 -3.938 0.49
```

***

# 3
Computed, not measured: a molecular structure, C5H5NO2 at a distorted geometry, with the ωB97M-V functional and the def2-TZVPD basis.

## Properties
- HOMO-LUMO gap: 9.67 eV
- 2S+1: 1
- Energy above the lowest of the compared OMol25 structures with the same formula, charge and spin: 727.4 kJ/mol

```
13
Properties=species:S:1:pos:R:3:nbo_charge:R:1
C 0.325 -0.721 -1.178 0.52
C 1.019 0.695 0.581 -0.26
C 0.769 2.186 0.678 -0.13
C 0.410 3.119 -0.105 -0.17
C -0.928 -0.807 0.951 0.55
H 1.197 -0.135 -1.808 0.12
H 1.881 0.571 0.018 0.24
H 1.283 0.195 1.720 0.22
H -0.218 3.932 -0.961 0.31
H -1.140 0.386 1.527 0.14
N 0.082 -0.244 0.047 -0.52
O -0.081 -1.776 -1.809 -0.56
O -1.562 -1.984 1.011 -0.49
```

***

# 4
Computed, not measured: a molecular structure, C5H9N3 at a distorted geometry, with the ωB97M-V functional and the def2-TZVPD basis.

## Properties
- HOMO-LUMO gap: 7.69 eV
- 2S+1: 1
- Energy above the lowest of the compared OMol25 structures with the same formula, charge and spin: 509.2 kJ/mol

```
17
Properties=species:S:1:pos:R:3:nbo_charge:R:1
C -1.458 -1.757 0.787 -0.66
C -0.702 0.862 1.105 0.45
C -0.598 -0.695 0.165 0.20
N 0.405 1.505 0.910 -0.78
C 1.195 0.485 -1.438 -0.29
C 2.475 0.207 -1.713 -0.30
N 0.126 -0.862 -0.801 -0.32
N -1.768 1.074 1.747 -0.74
H 0.351 2.515 0.936 0.39
H 0.953 1.096 -0.267 0.37
H -2.540 0.448 1.553 0.35
H 0.557 0.959 -2.178 0.21
H -2.510 -1.500 0.656 0.23
H -1.266 -2.720 0.319 0.23
H -1.258 -1.818 1.855 0.24
H 3.103 -0.290 -0.986 0.20
H 2.935 0.490 -2.652 0.21
```

***

# 5
Computed, not measured: 14 unconnected molecules or ions with the total composition CH29O14 at a distorted geometry, with the ωB97M-V functional and the def2-TZVPD basis.

## Properties
- HOMO-LUMO gap: 7.35 eV
- 2S+1: 1
- Energy above the lowest of the compared OMol25 structures with the same formula, charge and spin: 374.8 kJ/mol
- Net charge: -1

```
44
Properties=species:S:1:pos:R:3:nbo_charge:R:1
C -0.983 -15.951 48.113 -0.26
O -0.399 -15.670 46.811 -1.00
H -1.089 -15.199 48.889 0.13
H -0.529 -16.760 48.495 0.15
H -1.945 -16.325 48.090 0.12
O 1.096 -13.181 47.953 -0.92
H 0.359 -12.489 47.855 0.44
H 0.429 -13.865 47.932 0.48
O 0.065 -18.404 46.229 -1.00
H 0.508 -18.532 46.986 0.46
H -0.473 -17.519 46.250 0.51
O 0.193 -14.006 44.681 -0.98
H 1.094 -13.620 44.750 0.46
H 0.112 -14.403 45.566 0.51
O -3.472 -17.803 46.292 -0.90
H -4.210 -17.892 46.833 0.44
H -3.249 -18.686 46.480 0.46
O -1.728 -16.752 43.660 -0.95
H -0.752 -16.951 43.588 0.48
H -1.763 -16.273 44.451 0.47
O -2.793 -19.015 50.090 -0.95
H -3.227 -18.245 49.840 0.49
H -3.341 -19.586 49.506 0.47
O -0.088 -16.913 51.093 -0.96
H -0.384 -16.054 51.475 0.49
H -0.748 -17.556 51.289 0.48
O -3.069 -15.195 45.979 -0.99
H -3.268 -15.941 45.564 0.46
H -2.124 -15.162 46.211 0.50
O -3.727 -16.149 49.631 -1.01
H -4.474 -16.077 49.076 0.49
H -2.805 -16.188 49.251 0.50
O -0.031 -19.820 49.389 -0.95
H 0.270 -19.757 50.254 0.45
H -0.925 -19.329 49.626 0.49
O 2.262 -15.648 50.044 -0.94
H 2.075 -15.858 49.228 0.46
H 1.355 -16.053 50.430 0.46
O 2.170 -18.637 48.314 -0.96
H 1.599 -18.584 49.079 0.49
H 2.715 -19.478 48.443 0.48
O 2.120 -16.261 46.832 -1.03
H 2.363 -17.205 47.169 0.47
H 1.115 -16.260 46.879 0.50
```

***

# 6
Computed, not measured: a molecular structure, C26H41AlCl5CsFLiN4O4S at a distorted geometry, with the ωB97M-V functional and the def2-TZVPD basis.

## Properties
- HOMO-LUMO gap: 0.92 eV
- 2S+1: 1
- Net charge: +2

```
85
Properties=species:S:1:pos:R:3:lowdin_charge:R:1
O 3.140 4.761 -6.087 0.00
C 2.160 4.658 -6.988 -0.25
O 1.919 5.860 -7.850 -0.01
C 1.211 3.350 -7.261 -0.10
C 1.865 1.911 -6.828 -0.18
C 1.143 1.247 -5.473 -0.15
C 1.448 2.331 -4.255 0.00
C 0.160 3.131 -3.625 -0.21
F -1.240 2.863 -4.095 -0.46
C 0.417 4.269 -2.430 -0.01
C 1.989 4.486 -1.986 0.03
C 3.227 3.626 -2.630 -0.16
N 4.722 3.650 -2.400 -0.25
S 5.646 2.502 -3.401 0.96
N 4.289 1.818 -4.306 -0.26
C 3.016 2.497 -3.801 -0.18
H 0.948 6.091 -7.760 0.12
H 0.990 3.329 -8.434 0.14
H 0.153 3.423 -6.717 0.12
H 3.030 2.034 -6.696 0.12
H 1.710 1.083 -7.675 0.13
H 1.595 0.174 -5.235 0.13
H -0.031 1.120 -5.630 0.11
H -0.510 4.835 -1.978 0.09
H 2.235 5.291 -1.173 -0.14
N -1.557 0.532 -2.326 0.05
C -2.598 0.112 -3.113 -0.19
C -2.978 -1.140 -2.683 -0.15
C -2.141 -1.484 -1.595 -0.08
C -1.275 -0.432 -1.394 -0.09
H -1.073 1.416 -2.419 0.11
H -2.977 0.737 -3.911 0.11
H -3.773 -1.739 -3.106 0.11
H -2.168 -2.400 -1.019 0.10
H -0.484 -0.288 -0.671 0.12
C 0.828 -4.241 6.280 -0.11
C 0.325 -4.103 4.856 -0.26
C 1.043 -3.023 4.047 -0.16
C 0.494 -1.597 4.016 -0.10
N -0.936 -1.346 3.464 -0.14
C -2.024 -1.460 4.540 -0.26
C -1.875 -0.208 5.386 -0.19
C -1.409 0.881 4.442 -0.13
C -1.035 0.194 3.142 -0.07
C -1.262 -2.072 2.138 -0.10
C -1.714 -3.531 2.227 -0.21
C -0.828 -4.486 1.426 -0.07
H 0.741 -3.302 6.831 0.07
H 0.238 -5.000 6.806 0.03
H 1.872 -4.568 6.296 0.10
H -0.749 -3.960 4.896 0.03
H 0.481 -5.067 4.356 0.13
H 1.166 -3.353 3.015 0.09
H 2.074 -2.956 4.421 0.14
H 1.164 -1.023 3.363 0.04
H 0.558 -1.149 5.011 0.12
H -2.993 -1.478 4.031 0.15
H -1.894 -2.365 5.127 -0.18
H -1.128 -0.355 6.175 0.12
H -2.810 0.058 5.892 0.12
H -0.556 1.428 4.857 0.10
H -2.202 1.617 4.264 0.14
H -0.099 0.538 2.698 0.10
H -1.847 0.335 2.420 0.13
H -0.398 -1.928 1.482 0.14
H -2.107 -1.529 1.694 0.12
H -2.706 -3.595 1.769 0.12
H -1.854 -3.893 3.242 0.09
H -0.641 -4.101 0.418 0.08
H -1.316 -5.463 1.329 0.10
H 0.132 -4.662 1.898 0.06
Cl -1.574 4.671 -4.210 -0.02
O -0.773 -6.021 8.357 -0.37
H -0.197 -5.386 8.741 -0.14
Li -2.856 -1.176 -4.985 0.80
Cs -4.066 4.619 -4.036 0.96
C 2.997 1.653 3.227 -1.48
Cl 1.957 2.750 2.303 0.54
Cl 2.370 1.439 4.871 0.57
Cl 3.137 0.089 2.407 0.57
H 3.993 2.097 3.294 0.03
O -2.993 -1.698 -8.098 -0.40
H -2.888 -2.153 -8.914 -0.13
Cl 2.749 7.093 -0.700 -0.05
Al -2.804 -2.869 6.439 1.13
```

***

# 7
Computed, not measured: a single C14H20N2O2 molecule at a distorted geometry, with the ωB97M-V functional and the def2-TZVPD basis.

## Properties
- HOMO-LUMO gap: 8.29 eV
- 2S+1: 1
- Energy above the lowest of the compared OMol25 structures with the same formula, charge and spin: 1384.1 kJ/mol

```
38
Properties=species:S:1:pos:R:3:nbo_charge:R:1
C -6.597 -0.711 -0.009 -0.25
O -5.214 -1.014 -0.179 -0.51
C -4.602 0.233 -0.043 0.79
O -5.182 1.267 -0.043 -0.57
C -3.115 0.141 -0.138 -0.24
C -2.567 -1.114 0.001 -0.15
C -1.103 -1.306 0.170 -0.24
C -0.361 0.054 0.177 0.23
N 1.044 -0.305 0.306 -0.49
C 1.809 -1.424 -0.100 -0.16
C 3.199 -1.311 -0.015 -0.43
C 3.530 0.071 -0.620 -0.22
C 4.945 0.328 -0.672 -0.57
C 3.220 1.033 0.596 -0.39
C 1.826 0.329 1.213 -0.16
C -0.995 1.227 -0.125 0.06
N -0.100 2.251 -0.237 -0.73
C -2.245 1.060 -0.199 -0.12
H -6.862 -0.099 0.723 0.19
H -6.786 -0.160 -1.066 0.18
H -6.993 -1.751 -0.044 0.20
H -3.141 -1.996 0.397 0.23
H -0.688 -2.239 0.110 0.21
H 1.443 -2.336 0.754 0.10
H 1.348 -1.703 -0.946 0.20
H 3.659 -2.023 -0.843 0.22
H 3.676 -1.706 0.806 0.23
H 2.978 0.298 -1.560 0.23
H 5.347 -0.274 -1.616 0.16
H 5.233 1.318 -0.893 0.21
H 5.656 0.108 -0.208 0.20
H 3.062 1.987 0.295 0.19
H 3.916 1.143 1.330 0.20
H 2.062 0.031 2.050 0.16
H 1.128 1.310 1.675 0.18
H 0.719 2.073 -0.454 0.37
H -0.546 2.913 -0.412 0.34
H -2.704 2.299 -0.180 0.16
```

***

# 8
Computed, not measured: a single C6H5NO2 molecule, with the ωB97M-V functional and the def2-TZVPD basis.

## Properties
- HOMO-LUMO gap: 9.80 eV
- 2S+1: 1
- Energy above the lowest of the compared OMol25 structures with the same formula, charge and spin: 305.4 kJ/mol

```
14
Properties=species:S:1:pos:R:3:nbo_charge:R:1
O 0.978 -2.826 0.707 -0.37
N 1.450 -1.791 0.291 0.53
O 2.622 -1.613 0.011 -0.38
C 0.522 -0.660 0.087 0.02
C -0.811 -0.831 0.419 -0.19
C -1.663 0.242 0.249 -0.21
C -1.165 1.471 -0.187 -0.18
C 0.174 1.615 -0.519 -0.21
C 1.028 0.520 -0.407 -0.19
H -1.163 -1.794 0.756 0.25
H -2.725 0.183 0.448 0.22
H -1.863 2.288 -0.310 0.22
H 0.567 2.580 -0.806 0.22
H 2.051 0.616 -0.738 0.25
```

***

# 9
Computed, not measured: a molecular structure, C3H6N2O at a distorted geometry, with the ωB97M-V functional and the def2-TZVPD basis.

## Properties
- HOMO-LUMO gap: 10.44 eV
- 2S+1: 1
- Energy above the lowest of the compared OMol25 structures with the same formula, charge and spin: 318.2 kJ/mol

```
12
Properties=species:S:1:pos:R:3:nbo_charge:R:1
C 0.419 0.682 1.243 0.44
C 0.369 -0.609 0.442 -0.02
N 1.216 0.207 -0.452 -0.86
C -1.577 -0.487 -0.867 -0.03
O -0.246 1.675 0.876 -0.62
N -0.943 -1.021 0.078 -0.41
H 0.647 1.148 -0.629 0.44
H 1.819 -0.346 -1.055 0.40
H 1.143 0.719 2.068 0.15
H 0.931 -1.427 0.889 0.20
H -1.184 0.274 -1.547 0.15
H -2.594 -0.815 -1.047 0.17
```

***

# 10
Computed, not measured: a molecular structure, C3H10NO2S at a distorted geometry, with the ωB97M-V functional and the def2-TZVPD basis.

## Properties
- HOMO-LUMO gap (spin up / spin down): 8.68 / 5.62 eV
- 2S+1: 1
- Energy above the lowest of the compared OMol25 structures with the same formula, charge and spin: 658.5 kJ/mol
- Net charge: +1

```
17
Properties=species:S:1:pos:R:3:nbo_charge:R:1
C -0.218 0.796 -0.640 0.05
C 0.952 0.060 1.380 -0.49
C 2.049 -0.033 -0.674 0.13
N 1.034 0.341 -0.007 -0.24
O -1.269 0.111 -0.146 -0.64
O -4.853 0.770 0.946 -0.71
S -3.685 0.828 0.213 1.21
H -0.158 1.873 -0.416 0.19
H -0.276 0.864 -1.716 0.21
H 1.490 -2.592 -0.661 0.05
H 1.469 0.795 2.067 0.26
H -0.181 -0.137 1.674 0.29
H 1.495 -0.906 1.618 0.24
H 2.821 -0.528 -0.146 0.22
H 2.140 -0.042 -1.724 0.23
H -3.873 -0.191 -0.758 0.05
H 1.062 -2.010 -1.011 -0.03
```

***

# 11
Computed, not measured: a molecular structure, C6H10O at a distorted geometry, with the ωB97M-V functional and the def2-TZVPD basis.

## Properties
- HOMO-LUMO gap: 9.30 eV
- 2S+1: 1
- Energy above the lowest of the compared OMol25 structures with the same formula, charge and spin: 399.6 kJ/mol

```
17
Properties=species:S:1:pos:R:3:nbo_charge:R:1
C -1.196 1.923 -0.091 -0.27
O 0.053 1.708 0.331 -0.58
C 0.741 0.612 -0.542 -0.03
C 1.524 -0.319 0.185 -0.11
C 0.794 -1.191 1.132 -0.44
C -0.462 -1.408 0.275 -0.45
C -0.059 -0.553 -0.882 -0.13
H -1.639 2.825 -0.531 0.18
H -2.156 1.507 0.253 0.16
H -1.219 1.353 -1.119 0.14
H 1.216 1.136 -1.373 0.22
H 2.609 -0.303 0.146 0.21
H 1.334 -2.128 1.300 0.22
H 0.626 -0.732 2.113 0.22
H -0.569 -2.456 -0.019 0.22
H -1.407 -1.110 0.738 0.22
H -0.191 -0.864 -1.915 0.22
```

***

# 12
Computed, not measured: a single C7H13N molecule at a distorted geometry, with the ωB97M-V functional and the def2-TZVPD basis.

## Properties
- HOMO-LUMO gap: 9.69 eV
- 2S+1: 1
- Energy above the lowest of the compared OMol25 structures with the same formula, charge and spin: 171.6 kJ/mol

```
21
Properties=species:S:1:pos:R:3:nbo_charge:R:1
C 2.318 0.463 2.650 -0.37
C 1.850 0.054 1.492 -0.21
C 0.492 0.124 0.960 -0.02
C -0.545 0.135 1.806 -0.38
C 0.299 0.484 -0.520 -0.45
C -0.470 -0.515 -1.462 -0.02
C -1.274 0.347 -2.470 -0.62
N -1.319 -1.461 -0.774 -0.85
H 1.612 0.967 3.319 0.19
H 3.319 0.379 3.036 0.21
H 2.492 -0.503 0.799 0.19
H -1.594 0.233 1.551 0.18
H -0.384 -0.112 2.847 0.20
H 1.231 0.572 -1.093 0.22
H -0.197 1.455 -0.490 0.22
H 0.226 -1.130 -2.043 0.18
H -1.931 1.020 -1.907 0.20
H -1.823 -0.323 -3.142 0.20
H -0.658 1.030 -3.044 0.20
H -1.683 -2.134 -1.414 0.36
H -1.960 -1.085 -0.099 0.36
```